Below is the ion C25H33N2O with charge +1, with properties calculated with ωB97M-V with the def2-TZVPD basis set.

Computed properties:
net charge	+1
SMILES	COc1ccc([C@@H](c2ccccc2)[C@H]2CCCCC2=[N+]2CCN(C)CC2)cc1
relative energy (zero: lowest compared OMol25 entry of this formula, charge and spin)	66.03	kcal per mole

Geometry (Å):
O 3.124 -5.085 -1.152
N -0.789 4.198 -2.004
N 0.170 2.501 0.012
C -4.803 -1.615 0.728
C 2.005 -3.129 -1.826
C 0.823 3.793 -0.194
C -1.705 3.231 -1.471
C -2.130 -1.321 -0.107
C 0.004 4.813 -0.969
C 0.860 1.541 0.718
C -4.413 -0.485 0.007
C -3.105 -0.370 -0.459
C -0.958 2.094 -0.798
C -0.648 -0.954 -0.280
C 0.307 -2.105 -0.427
C 0.415 0.181 0.808
C 1.950 2.132 1.572
C 2.435 -0.251 2.362
C 1.308 -4.224 0.245
C -1.419 5.171 -2.860
C -3.883 -2.639 0.936
C 3.355 -6.140 -0.200
C 1.110 -2.109 -1.575
C 2.148 -4.179 -0.889
C 0.439 -3.165 0.487
C 2.595 1.234 2.654
C 0.977 -0.534 2.010
C -2.560 -2.511 0.500
H -5.127 0.298 -0.228
H 0.322 -0.189 2.842
H 1.053 4.264 0.778
H -2.423 3.678 -0.748
H -0.650 5.848 -3.250
H 2.742 -0.863 3.222
H -1.896 4.658 -3.699
H 3.498 -5.754 0.820
H -0.617 1.410 -1.592
H 0.703 5.504 -1.454
H -2.832 0.472 -1.103
H -5.839 -1.725 1.058
H 0.880 -1.621 1.977
H -2.185 5.782 -2.354
H -0.776 0.121 0.846
H -0.541 -0.345 -1.182
H -1.857 -3.333 0.650
H 2.598 -3.152 -2.737
H 3.121 -0.524 1.550
H 1.333 -5.073 0.935
H 4.270 -6.607 -0.563
H -0.083 -3.151 1.457
H 3.659 1.493 2.748
H -1.684 1.579 -0.154
H 2.117 1.453 3.623
H -2.287 2.817 -2.306
H 2.784 2.509 0.952
H 1.782 3.652 -0.733
H -4.189 -3.565 1.424
H 1.064 -1.250 -2.251
H 1.547 3.005 2.122
H -0.619 5.393 -0.258
H 2.520 -6.855 -0.219



Below is a cluster of 2 separate species, C9H12FN in total, with properties calculated with ωB97M-V with the def2-TZVPD basis set.

Computed properties:
SMILES	N/C(F)=C1\C=CC=CC1.C=C
relative energy (zero: lowest compared OMol25 entry of this formula, charge and spin)	14.33	kcal per mole

Geometry (Å):
F -2.368 -0.843 -0.763
N -2.034 1.149 -1.786
C 0.963 1.913 1.237
C 0.957 -1.391 -2.046
C 0.452 -0.185 2.315
C -0.459 -0.602 1.207
C 1.118 0.970 2.315
C 0.091 1.683 0.240
C 1.379 -2.305 -1.195
C -0.706 0.486 0.188
C -1.655 0.314 -0.752
H -0.018 -1.476 0.704
H -2.952 0.936 -2.148
H 1.551 2.819 1.256
H 1.781 1.231 3.126
H 2.268 -2.164 -0.602
H -1.411 -0.951 1.625
H -1.893 2.131 -1.611
H 0.860 -3.241 -1.059
H 0.564 -0.892 3.125
H 1.474 -0.455 -2.184
H 0.068 -1.532 -2.637
H -0.030 2.405 -0.554



no.,E_LUMO (eV)
1,-3.27
2,0.83